Entry from OMol25: C16H13NO4RhS as an isolated structure (ωB97M-V with the def2-TZVPD basis set).

Calculated values
Molar mass, g/mol: 418.26
F_max, eV/Å: 7.5
Energy above the lowest of the compared OMol25 structures with the same formula, charge and spin, kcal/mol: 18.0
E_LUMO (spin up / spin down), eV: -11.4121 / -15.0683
Electronic energy, Ha: -1480.5421

```
! wB97M-V def2-TZVPD RIJCOSX def2/J DEFGRID3
* xyz 3 5
Rh -0.089 -0.039 0.694
O -0.222 2.963 -0.287
C -0.108 1.967 0.283
C -0.090 -2.089 0.459
O -0.175 -3.091 -0.127
C 1.919 -0.029 0.528
O 3.016 0.016 0.146
C -2.004 -0.072 0.058
O -2.986 -0.058 -0.555
H 0.156 0.337 -3.951
H 0.157 -0.425 -3.934
N -0.993 0.104 2.594
S 0.600 0.129 3.421
C -0.022 1.375 4.444
C -1.318 1.243 4.933
C -1.800 2.303 5.695
C -0.980 3.424 5.902
C 0.317 3.515 5.376
C 0.812 2.484 4.602
C 0.279 -1.506 4.069
C 1.252 -1.947 4.977
C 0.985 -3.090 5.714
C -0.249 -3.745 5.553
C -1.187 -3.308 4.610
C -0.901 -2.188 3.826
H -1.645 0.929 2.759
H -1.886 0.325 4.767
H -2.785 2.204 6.142
H -1.352 4.232 6.512
H 0.974 4.352 5.583
H 1.811 2.427 4.165
H 2.139 -1.322 5.097
H 1.735 -3.428 6.426
H -0.469 -4.597 6.179
H -2.143 -3.813 4.491
H -1.610 -1.792 3.096
*
```